Below is a 3-piece molecular cluster, C5H16NO2 overall at a distorted geometry, with properties calculated with ωB97M-V/def2-TZVPD.

Total charge = +1
Orbital gap = 10.24 eV
E = -405.0602 hartree
Relative energy (zero: lowest compared OMol25 entry of this formula, charge and spin) = 1.6304 eV
HOMO level = -0.549 Eh

Element x y z (Å)
1 C 1.6838 0.0158 -2.6716
2 C 1.3116 0.4198 -1.2461
3 C 1.0427 -0.7856 -0.3100
4 C -0.3052 -1.5432 -0.4393
5 C -2.2790 -0.8857 0.8076
6 N -1.3297 -0.5773 0.0256
7 H 1.9371 0.9543 -3.1620
8 H 2.4976 -0.7015 -2.8165
9 H 0.9326 -0.5734 -3.2176
10 H 2.2330 0.7896 -0.7939
11 H 0.4623 1.1014 -1.2655
12 H 1.8840 -1.4709 -0.4239
13 H 1.0688 -0.4123 0.7205
14 H -0.4435 -1.8422 -1.4735
15 H -0.2693 -2.3824 0.2438
16 H -3.0410 -0.1759 1.1066
17 H -2.3015 -1.8334 1.3364
18 H -1.5079 0.2655 -0.5204
19 H -0.8101 2.0260 0.7995
20 H -1.5606 1.9626 2.0005
21 O -1.7469 2.0605 1.0479
22 H 0.1592 0.4828 3.7781
23 H 0.2836 1.9748 3.4252
24 O 0.0984 1.1306 3.0487